Density functional theory data (ωB97M-V/def2-TZVPD) for a molecular structure, C18H16AlN3O5S3.

```
46
Properties=species:S:1:pos:R:3:forces:R:3
Al -0.110 -0.331 -1.510 0.27 -0.26 -0.11
C 2.591 2.177 -3.246 0.00 -0.02 -0.07
C 2.133 1.510 -1.970 0.01 -0.15 0.01
C 3.215 1.424 -0.911 0.05 -0.06 0.02
O 1.651 0.145 -2.274 -0.09 0.38 -0.16
C 0.903 2.210 -1.384 -0.21 -0.15 0.10
O 0.917 3.399 -1.209 0.03 0.03 0.03
O -0.082 1.396 -1.092 -0.05 0.03 0.02
H 3.488 1.692 -3.639 0.00 0.01 0.01
H 2.821 3.218 -3.028 0.01 -0.01 0.00
H 1.807 2.150 -4.002 0.00 0.01 0.01
H 4.121 0.966 -1.317 -0.01 0.01 0.00
H 2.875 0.836 -0.057 -0.01 0.03 0.00
H 3.456 2.430 -0.570 0.01 -0.01 -0.01
H 2.344 -0.384 -2.679 -0.01 -0.05 0.03
O -3.427 -1.851 -2.753 -0.06 -0.04 0.03
C -2.277 -1.584 -2.527 0.14 0.14 -0.01
O -1.811 -0.474 -2.017 -0.03 0.05 -0.03
C -1.175 -2.571 -2.858 0.04 0.13 -0.01
C -1.439 -3.883 -3.191 -0.01 -0.04 -0.07
C -0.370 -4.725 -3.435 0.02 -0.04 -0.02
C 0.921 -4.216 -3.363 -0.02 -0.01 -0.05
C 1.093 -2.889 -3.025 0.02 0.10 -0.02
N 0.066 -2.073 -2.766 -0.15 -0.18 0.23
H -2.469 -4.209 -3.234 0.01 0.01 -0.01
H -0.533 -5.768 -3.675 0.00 0.02 -0.01
H 1.784 -4.836 -3.556 -0.01 0.00 0.01
H 2.090 -2.474 -2.952 -0.01 -0.01 0.08
S 1.636 0.858 5.141 -0.05 -0.04 -0.03
C 0.939 0.215 3.792 -0.05 0.18 0.01
S 1.818 -0.757 2.648 0.24 -0.12 -0.01
C 0.423 -0.857 1.628 -0.08 0.11 -0.10
N -0.606 -0.243 2.083 0.09 -0.01 0.16
N -0.323 0.343 3.299 -0.21 0.00 -0.07
C -1.401 1.086 3.886 0.08 -0.04 -0.08
C -1.612 1.069 5.255 -0.06 -0.04 0.08
C -2.673 1.791 5.782 0.01 0.01 0.00
C -3.518 2.513 4.952 0.03 -0.01 -0.03
C -3.307 2.501 3.580 -0.01 -0.01 0.04
C -2.250 1.788 3.041 0.03 0.06 -0.05
S 0.474 -1.770 0.136 0.01 -0.05 0.08
H -0.962 0.498 5.900 0.02 0.02 -0.01
H -2.837 1.782 6.852 0.00 0.00 -0.01
H -4.338 3.079 5.372 -0.01 -0.01 0.00
H -3.967 3.051 2.921 0.01 0.00 0.01
H -2.080 1.767 1.974 0.01 0.01 0.01
```
Positions in Å, forces in eV/Å.

## Properties
Total charge: 0
HOMO energy, eV: -7.85
Energy above the lowest of the compared OMol25 structures with the same formula, charge and spin, kcal/mol: 18.03
Electronic energy, eV: -72742.22602
Orbital gap, eV: 7.0